# 1
A cluster of 2 separate species, C35H46BBr2FNO3 in total at a distorted geometry. Source: the OMol25 dataset; level of theory: the ωB97M-V functional and the def2-TZVPD basis.

XYZ file:
```
89
Properties=species:S:1:pos:R:3:forces:R:3
C -0.4602 -3.7760 -7.3841 0.47 0.08 0.37
C -0.5899 -2.2217 -7.9219 0.10 -0.70 -0.96
B -1.1104 -1.2566 -6.6964 -2.17 0.90 -0.22
O -2.4829 -0.6456 -6.7640 3.31 -1.11 -1.32
C -0.2519 -0.9043 -5.3169 2.56 1.22 3.89
C 0.8247 0.3718 -5.3465 -0.20 -1.79 3.26
C 1.7112 0.8440 -4.0393 -2.13 -2.90 0.23
C 2.7549 2.1492 -4.0958 -1.80 -0.52 1.18
C 1.8754 3.4118 -3.4458 -2.67 3.22 1.74
C 0.2173 3.4822 -3.6528 1.22 3.06 2.14
C -0.6956 4.7104 -2.9817 3.59 0.31 0.91
C -0.0283 5.9255 -2.0658 2.88 -3.83 -2.02
C 1.6215 5.8536 -1.8705 -2.75 -2.41 -1.97
C 2.5276 4.6263 -2.5450 -2.42 0.25 -0.04
C 4.1504 4.6931 -2.2301 -0.44 0.80 -0.09
C 1.5224 -0.0332 -2.6298 -1.53 -0.71 -2.41
C 0.4373 -1.3049 -2.5765 0.80 1.61 -1.93
C -0.4303 -1.7595 -3.8996 1.80 2.65 0.26
C -1.4376 -3.0541 -3.7506 0.40 0.09 0.63
C 0.3258 -2.0503 -1.0834 -3.24 -1.22 0.63
O -0.7981 -2.5926 -0.5996 6.96 3.17 -2.83
C 1.7708 -2.1064 -0.2430 2.41 1.88 -0.28
C 1.9861 -3.4773 0.6767 -1.83 0.96 0.06
C 1.0825 -3.2049 2.0574 0.00 0.55 -0.02
F -0.1978 -3.9535 2.0698 2.62 1.31 -0.03
C 2.7966 -0.9933 -0.3204 -2.47 -2.57 0.09
C 4.2284 -1.1011 0.4801 -0.81 3.16 2.64
Br 5.5313 -2.5020 -0.2249 -1.63 1.69 0.83
C 4.6307 -0.2319 1.6460 0.62 -3.62 -3.78
C 6.1520 -0.5361 2.2560 -0.11 0.33 0.35
Br 3.3971 1.2005 2.3616 1.58 -1.92 -0.86
C 2.3921 0.3328 -1.2545 0.46 4.00 0.74
O 2.6962 1.5893 -0.9193 -1.52 -7.86 -2.12
H 0.3836 -3.8290 -6.5460 -1.98 0.06 -1.66
H -0.1280 -4.5104 -8.2376 -0.78 1.55 1.60
H -1.5024 -4.1224 -6.9512 2.23 0.58 -0.83
H 0.4454 -1.8813 -8.3877 -2.06 -0.68 1.09
H -1.3644 -2.2576 -8.8250 1.55 0.28 1.89
H -2.7772 -0.5870 -7.7228 0.46 -0.45 1.73
H 0.9858 0.9920 -6.3393 -0.44 -1.47 2.24
H 3.0823 2.3877 -5.1938 -0.65 -0.58 2.17
H 3.6566 1.8425 -3.3935 -1.84 0.99 -1.57
H -0.3866 2.6798 -4.2759 1.58 1.78 1.47
H -1.8714 4.7481 -3.1101 2.79 -0.32 0.11
H -0.7017 6.7747 -1.5692 1.74 -2.11 -1.28
H 2.0891 6.7290 -1.2226 -0.73 -2.25 -1.61
H 4.4364 4.2676 -1.1616 -0.79 0.58 -2.37
H 4.7681 4.1819 -3.0832 -1.25 0.81 1.76
H 4.4898 5.8333 -2.2108 -0.87 -2.42 -0.13
H -2.1149 -3.2563 -4.6833 1.59 0.58 1.61
H -0.7595 -4.0013 -3.5201 -1.48 1.96 -0.64
H -2.1614 -2.9398 -2.8194 1.70 0.02 -1.96
H 3.1066 -3.6869 0.9457 -2.30 0.53 -0.67
H 1.4542 -4.3898 0.1319 1.37 1.97 1.10
H 0.7909 -2.0506 2.1104 0.58 -2.57 -0.12
H 1.6863 -3.4944 3.0171 -1.30 0.34 -1.83
H 6.4939 0.2493 3.0553 -1.00 -1.44 -1.56
H 6.9863 -0.5349 1.4110 -2.13 0.02 1.61
H 6.1575 -1.6018 2.7666 -0.15 2.21 -1.11
C -0.5525 1.8070 3.5022 0.13 0.20 -0.15
C -0.2935 0.5590 4.3293 -0.06 0.05 0.08
C -1.3091 -0.5876 4.2161 0.06 0.17 0.38
N -2.7681 -0.2796 4.6649 0.16 -0.41 -0.35
C -2.7658 0.5935 5.9249 -0.13 0.09 -0.24
C -4.1482 0.7469 6.5410 -0.19 -0.06 0.06
C -4.7724 -0.6042 6.8507 -0.14 0.07 0.28
C -4.8222 -1.4677 5.6057 -0.15 -0.19 -0.07
C -3.4397 -1.6408 4.9879 0.04 0.30 -0.03
C -3.5215 0.3676 3.4987 0.19 -0.23 0.57
H -1.3768 2.4019 3.8960 -0.04 0.05 -0.08
H 0.3314 2.4557 3.5240 -0.19 -0.17 -0.05
H -0.7584 1.5571 2.4575 0.02 0.09 0.05
H -0.1487 0.8431 5.3782 -0.04 -0.16 -0.11
H 0.6747 0.1543 4.0057 -0.24 -0.21 0.07
H -0.9511 -1.4009 4.8593 -0.29 0.12 -0.10
H -1.3595 -0.9750 3.1933 -0.19 0.10 0.14
H -2.0829 0.1199 6.6405 -0.07 0.00 -0.26
H -2.3781 1.5814 5.6596 0.11 -0.32 -0.10
H -4.0665 1.3291 7.4669 0.18 -0.01 -0.26
H -4.8052 1.3188 5.8762 0.10 -0.02 0.05
H -5.7807 -0.4637 7.2547 0.17 -0.06 -0.06
H -4.1861 -1.1087 7.6294 -0.05 0.03 -0.07
H -5.5236 -1.0424 4.8813 0.06 -0.06 0.01
H -5.2227 -2.4565 5.8673 0.23 0.13 -0.22
H -3.4855 -2.2154 4.0537 0.17 0.25 0.19
H -2.7804 -2.1678 5.6920 -0.07 0.28 -0.22
H -3.4853 -0.3157 2.6446 0.05 0.12 0.25
H -3.0588 1.3165 3.2417 0.08 -0.14 0.07
H -4.5578 0.5466 3.7823 0.17 -0.10 0.02
```
Forces are in eV/Å.

Calculated values
**Net charge**: +1
**HOMO level**: -9.5 eV
**Gap between HOMO and LUMO**: 6.08 eV

Here are the Löwdin charges for atoms 1 to 5, given in e:
1. C -0.14
2. C -0.18
3. B -0.35
4. O 0.02
5. C 0.02

# 2
A structure of composition C35H46Ge2MoO2PS2 at a distorted geometry. Source: the OMol25 dataset; level of theory: the ωB97M-V functional and the def2-TZVPD basis.

XYZ file:
```
89
Properties=species:S:1:pos:R:3:forces:R:3
Mo 0.2269 1.7114 -1.1046 1.21 0.15 0.33
C -4.0894 0.2317 -3.6723 -0.01 0.02 -0.05
C -2.8968 1.1231 -3.3112 -0.20 0.01 -0.28
Ge -2.0374 0.6255 -1.6341 0.06 -0.13 -0.47
C -3.1227 1.3356 -0.1531 -0.13 0.06 0.20
C -4.2230 0.3500 0.2546 -0.04 0.07 0.10
C -2.0388 -1.3003 -1.4728 -0.12 -0.17 -0.03
C -0.8978 -1.9909 -1.4614 -0.32 -0.60 0.07
Ge 0.7136 -0.9249 -1.8057 -0.38 0.13 0.25
C 1.0375 -1.0475 -3.7308 0.10 0.05 -0.35
C 1.9480 -2.1779 -4.2183 0.04 0.02 -0.04
C 2.2605 -1.4055 -0.7197 0.40 -0.09 0.16
C 2.5402 -2.8394 -0.2656 0.05 -0.01 0.03
C -0.9113 -3.4916 -1.3762 -0.09 0.27 0.13
C 0.1507 -4.2663 -1.8280 0.04 -0.08 -0.14
C 0.1159 -5.6556 -1.7788 -0.02 0.07 0.02
C -0.9898 -6.3057 -1.2565 -0.04 0.05 0.01
C -2.0547 -5.5496 -0.7780 0.06 0.02 -0.03
C -2.0120 -4.1668 -0.8361 0.00 -0.02 0.10
H -4.5506 0.5347 -4.6151 0.03 0.02 0.00
H -4.8721 0.2654 -2.9107 0.04 0.03 0.01
H -3.7905 -0.8136 -3.7799 0.03 0.03 0.01
H -3.1984 2.1690 -3.2154 -0.03 -0.01 -0.04
H -2.1413 1.0951 -4.0991 -0.02 -0.02 -0.04
H -3.5320 2.2908 -0.4902 -0.05 -0.02 0.01
H -2.4775 1.5536 0.6972 -0.02 0.01 0.05
H -4.8886 0.0976 -0.5736 0.04 0.03 -0.02
H -4.8458 0.7644 1.0521 0.01 0.01 -0.01
H -3.8013 -0.5870 0.6253 0.04 0.03 -0.01
H -2.9927 -1.8271 -1.4359 0.02 0.00 -0.03
H 1.4712 -0.0896 -4.0149 0.01 0.00 -0.08
H 0.0566 -1.0979 -4.2117 0.02 -0.04 -0.03
H 2.8944 -2.2063 -3.6703 -0.05 0.03 0.02
H 2.1955 -2.0412 -5.2737 0.00 0.01 0.02
H 1.4861 -3.1603 -4.1316 -0.05 0.00 0.02
H 2.1476 -0.7782 0.1598 0.08 0.10 0.12
H 3.1116 -0.9924 -1.2703 0.07 -0.06 0.08
H 1.6635 -3.3194 0.1726 0.00 0.07 0.00
H 3.3244 -2.8361 0.4977 -0.01 0.00 -0.05
H 2.8881 -3.4802 -1.0782 -0.03 0.04 -0.01
H 1.0283 -3.7846 -2.2337 -0.02 0.02 -0.01
H 0.9605 -6.2269 -2.1433 0.00 0.01 -0.02
H -1.0234 -7.3868 -1.2130 0.01 0.01 0.00
H -2.9200 -6.0411 -0.3509 0.01 0.01 0.00
H -2.8415 -3.6008 -0.4322 0.01 0.00 0.01
C -0.2155 6.9192 -3.4402 -0.03 0.08 -0.09
C 0.6180 7.1854 -2.2062 -0.06 -0.11 0.06
O 0.3680 6.2022 -1.1808 0.06 0.02 0.02
P 0.9570 4.7032 -1.4587 -0.34 0.01 -0.19
S 2.1566 1.6484 -2.0281 -0.70 0.11 0.11
S -0.9246 3.6085 -1.8072 0.13 0.06 -0.08
O 1.2225 4.1966 0.0668 0.06 0.02 0.12
C 0.4378 4.6799 1.1859 -0.06 -0.01 -0.11
C 0.9266 4.0150 2.4491 0.07 -0.01 0.07
H -0.0683 7.7194 -4.1688 -0.01 -0.02 0.02
H -1.2740 6.8708 -3.1826 0.02 0.00 0.00
H 0.0626 5.9769 -3.9156 0.01 0.00 0.03
H 0.3578 8.1414 -1.7581 -0.02 0.03 0.05
H 1.6854 7.2040 -2.4408 0.01 -0.05 -0.02
H -0.6135 4.4609 0.9847 -0.02 -0.01 0.04
H 0.5535 5.7611 1.2324 0.04 0.01 0.00
H 0.5764 2.9881 2.5271 0.01 0.00 -0.02
H 0.5690 4.5742 3.3157 -0.01 -0.04 -0.01
H 2.0174 4.0048 2.4748 -0.02 0.06 0.01
C 0.1617 1.0297 0.7653 0.39 -0.37 0.10
C 0.5208 0.4214 1.7905 -0.25 0.28 -0.14
C 0.9269 -0.2853 2.8834 0.10 -0.25 0.20
C 2.2518 -0.0151 3.4673 -0.31 -0.12 -0.06
C 2.5784 -0.4806 4.7455 0.08 0.00 0.12
C 3.8232 -0.2201 5.2980 -0.08 -0.01 -0.05
C 4.7627 0.5148 4.5887 -0.01 0.03 -0.02
C 4.4391 1.0103 3.3304 -0.07 -0.01 -0.02
C 3.1952 0.7576 2.7772 0.08 0.01 0.02
C 0.0187 -1.3553 3.3642 0.20 0.20 -0.04
C -1.3653 -1.1902 3.2824 -0.11 0.03 -0.01
C -2.2240 -2.2123 3.6519 0.06 0.01 0.01
C -1.7131 -3.4257 4.0974 -0.01 0.03 -0.02
C -0.3392 -3.6067 4.1670 0.04 0.06 -0.02
C 0.5217 -2.5799 3.8067 -0.01 -0.14 0.00
H 1.8432 -1.0303 5.3181 0.05 0.03 0.00
H 4.0565 -0.5881 6.2887 -0.01 0.01 0.00
H 5.7351 0.7143 5.0205 -0.01 0.00 -0.02
H 5.1588 1.5996 2.7766 -0.01 0.00 0.01
H 2.9450 1.1652 1.8062 -0.01 -0.04 -0.08
H -1.7635 -0.2491 2.9211 0.00 -0.01 0.01
H -3.2947 -2.0635 3.5906 0.01 0.00 -0.01
H -2.3827 -4.2290 4.3774 0.01 0.01 0.00
H 0.0681 -4.5551 4.4923 0.00 0.00 0.00
H 1.5917 -2.7426 3.8308 -0.04 -0.02 -0.01
```
Forces are in eV/Å.

Calculated values
**Net charge**: 0
**Multiplicity**: 2
**<S²>**: 1.183
**HOMO level (alpha / beta)**: -7.2 / -7.7 eV
**Gap between HOMO and LUMO (alpha / beta)**: 6.25 / 5.94 eV

Here are the Löwdin charges for atoms 1 to 5, given in e:
1. Mo 0.46
2. C -0.17
3. C -0.39
4. Ge 0.71
5. C -0.37

# 3
A structure of composition C35H46N2O3P2PtS2Si2. Source: the OMol25 dataset; level of theory: the ωB97M-V functional and the def2-TZVPD basis.

XYZ file:
```
93
Properties=species:S:1:pos:R:3:forces:R:3
Pt 0.1313 0.2559 -0.4534 -0.20 0.62 -0.02
C 4.4929 4.1808 -1.2475 0.01 -0.02 -0.01
C 3.9744 2.9406 -0.5537 0.02 -0.03 0.00
O 2.8195 3.3255 0.2100 -0.02 -0.05 0.03
P 2.3651 2.4482 1.4924 -0.01 0.07 -0.08
S 2.1266 0.5217 0.9872 0.07 -0.26 -0.02
S 0.9845 3.4766 2.4119 -0.04 0.02 -0.02
O 3.7293 2.3479 2.3651 0.00 0.03 0.02
C 4.0927 3.3550 3.3122 0.01 0.00 -0.01
C 4.5935 4.6230 2.6488 0.00 -0.01 0.00
H 5.3326 3.9222 -1.8967 0.00 0.00 0.00
H 4.8291 4.9201 -0.5190 -0.01 0.01 -0.01
H 3.7077 4.6303 -1.8556 -0.01 0.01 -0.01
H 4.7303 2.5235 0.1149 0.02 0.00 0.01
H 3.6911 2.1641 -1.2649 0.01 0.05 0.03
H 4.8756 2.8991 3.9200 0.00 -0.01 0.00
H 3.2328 3.5715 3.9485 0.00 0.00 0.00
H 5.4321 4.4073 1.9837 0.00 0.00 0.00
H 4.9305 5.3290 3.4115 0.00 0.00 0.00
H 3.7964 5.0902 2.0705 0.00 0.00 0.00
C -1.9644 -2.1640 3.5000 -0.02 -0.03 0.02
Si -1.4793 -0.5651 2.6141 0.03 0.06 0.04
C 0.0415 -0.0387 3.5390 -0.05 0.05 0.06
C -2.8015 0.7495 2.8345 0.01 0.00 0.00
N -1.1903 -0.8355 0.9018 -0.03 -0.13 -0.07
C -1.9276 -1.7147 0.2021 0.06 0.00 0.01
C -3.1946 -2.2111 0.6223 -0.07 0.04 -0.02
C -3.9078 -3.1157 -0.1203 -0.02 0.03 0.02
C -3.3993 -3.5823 -1.3475 0.02 -0.01 -0.02
C -2.2007 -3.1166 -1.8146 -0.05 0.03 0.04
C -1.4183 -2.1724 -1.0867 0.15 0.03 -0.03
N -0.2494 -1.6798 -1.4999 -0.09 -0.22 0.01
Si 0.8274 -2.2688 -2.7390 -0.10 -0.03 0.00
C 0.4730 -4.0392 -3.3069 0.06 -0.02 -0.03
C 2.5408 -2.3720 -2.0062 0.01 0.07 -0.04
C 0.6806 -1.1980 -4.2719 0.00 0.06 0.01
H -2.0655 -1.9311 4.5643 0.02 0.00 0.01
H -1.1419 -2.8785 3.4027 -0.01 -0.01 -0.01
H -2.8758 -2.6633 3.1750 0.07 0.03 0.08
H -0.2247 -0.0376 4.6024 0.02 0.01 0.01
H 0.3838 0.9596 3.2702 -0.01 -0.03 0.01
H 0.8661 -0.7360 3.3907 0.00 0.01 0.00
H -3.0305 0.9008 3.8930 0.01 -0.01 0.01
H -3.7325 0.5113 2.3143 0.00 0.00 0.00
H -2.4283 1.6975 2.4351 -0.02 -0.02 0.02
H -3.6256 -1.8205 1.5349 0.00 -0.01 -0.12
H -4.8771 -3.4531 0.2278 0.00 0.00 0.00
H -3.9735 -4.2854 -1.9394 0.00 0.00 0.00
H -1.8478 -3.4332 -2.7831 0.00 -0.01 -0.03
H 0.2357 -4.6952 -2.4662 0.00 0.01 0.00
H 1.3885 -4.4179 -3.7730 -0.01 -0.01 0.00
H -0.3271 -4.1236 -4.0439 -0.01 0.01 -0.01
H 2.6134 -3.2813 -1.4026 0.00 0.02 0.02
H 2.7594 -1.5091 -1.3813 0.02 0.04 0.03
H 3.3014 -2.4229 -2.7911 -0.01 -0.02 0.00
H -0.3247 -1.3095 -4.6896 0.00 0.00 0.00
H 1.4007 -1.5147 -5.0322 -0.01 -0.01 0.00
H 0.8509 -0.1401 -4.0699 0.00 -0.09 -0.02
O 2.2951 0.7552 -2.2698 0.02 -0.14 -0.01
C 1.2390 1.1660 -1.8348 -0.08 0.08 0.07
C 0.7341 2.4802 -2.4233 0.03 0.02 0.01
C 1.5366 3.2304 -3.2766 0.02 0.02 0.02
C 1.0700 4.4331 -3.7793 0.01 0.00 0.01
C -0.2046 4.8862 -3.4463 0.00 -0.01 0.00
C -1.0185 4.1230 -2.6251 0.01 0.00 0.01
C -0.5424 2.9189 -2.1161 -0.06 0.04 0.00
P -1.5061 1.7278 -1.1495 0.16 -0.17 -0.06
C -2.6141 2.7923 -0.1591 -0.05 -0.02 -0.04
C -3.9947 2.6308 -0.0679 0.01 0.00 -0.04
C -4.7454 3.4500 0.7637 0.02 0.03 0.03
C -4.1271 4.4400 1.5134 -0.02 -0.01 -0.01
C -2.7534 4.6143 1.4180 0.03 0.01 -0.02
C -2.0032 3.8001 0.5847 0.00 -0.02 0.08
C -2.6076 1.0224 -2.4333 -0.06 -0.05 0.03
C -2.4303 1.2877 -3.7901 0.00 0.01 -0.03
C -3.2128 0.6510 -4.7445 0.02 0.02 0.00
C -4.1877 -0.2568 -4.3610 -0.02 0.00 0.03
C -4.3676 -0.5364 -3.0134 0.00 -0.01 -0.03
C -3.5767 0.0873 -2.0621 0.03 -0.01 -0.01
H 2.5234 2.8560 -3.5188 0.00 0.00 0.00
H 1.6998 5.0301 -4.4281 0.00 0.00 0.00
H -0.5624 5.8315 -3.8355 0.00 0.00 0.00
H -2.0200 4.4556 -2.3780 0.00 0.01 0.00
H -4.4998 1.8716 -0.6474 0.01 -0.01 -0.01
H -5.8171 3.3070 0.8278 0.00 0.00 0.00
H -4.7127 5.0721 2.1696 0.00 -0.01 0.00
H -2.2524 5.3746 2.0042 0.00 0.00 -0.01
H -0.9303 3.9299 0.5425 0.07 -0.02 0.02
H -1.6700 1.9874 -4.1128 -0.02 -0.02 0.00
H -3.0515 0.8664 -5.7938 0.00 0.00 0.00
H -4.7951 -0.7537 -5.1074 0.00 0.00 0.00
H -5.1026 -1.2648 -2.6958 0.00 0.00 0.00
H -3.7034 -0.1834 -1.0223 0.01 -0.01 0.05
```
Forces are in eV/Å.

Calculated values
**Net charge**: -1
**Multiplicity**: 2
**<S²>**: 0.771
**HOMO level (alpha / beta)**: -3.8 / -4.4 eV
**Gap between HOMO and LUMO (alpha / beta)**: 6.32 / 6.12 eV

Here are the Löwdin charges for atoms 1 to 5, given in e:
1. Pt 0.81
2. C -0.07
3. C -0.30
4. O -0.36
5. P -0.11

We obtain electronic energy values of -188122.44059; -186981.77143; -105423.63624 eV for the records listed above, in that order.
We obtain energy relative to the best compared isomer or geometry (same formula, charge and spin) values of 602.3; 21.5; 13.0 kcal per mole for the records listed above, in that order.